ORCA calculation (ωB97M-V/def2-TZVPD) on an isolated ion of composition C7H13N4 and charge +1.

Positions of all 24 atoms, in Å:
C -0.7648 -1.6457 0.4757
C -1.6283 -0.7179 0.0618
C -1.2774 0.7041 -0.2167
C 1.2611 -0.5375 0.3153
C -3.0585 -1.0736 0.0184
C 3.6826 -1.0381 0.0043
C 2.5292 0.0493 0.2391
N 0.5222 -1.4193 0.6264
N -0.0583 1.0399 -0.3143
N -2.3137 1.6257 -0.1281
N 0.2081 2.3153 -0.6058
H -1.0923 -2.5636 0.9697
H -3.6288 -0.3597 0.7012
H -3.5025 -0.8044 -0.8828
H -3.1688 -2.0988 0.4380
H 3.3218 -2.0092 0.4738
H 4.6690 -0.7621 0.4555
H 3.9961 -1.4448 -1.0211
H 2.6251 0.8585 -0.4253
H 2.9071 0.4863 1.2049
H -3.2738 1.3449 -0.0347
H -2.3782 2.4406 -0.6808
H 0.9387 2.5992 -1.1631
H -0.5158 3.0108 -0.5112

Forces on the atoms, in the same order (eV/Å):
C -2.6 -1.3 1.1
C -0.2 1.2 -0.1
C -2.2 -1.1 1.1
C -1.9 -0.3 0.7
C -0.4 0.5 3.3
C 0.3 -2.3 -0.4
C 4.3 -0.5 1.0
N 3.6 1.8 -0.8
N 1.6 -0.7 -1.3
N -0.2 -0.5 0.0
N -1.5 1.1 1.7
H -0.2 0.1 -0.7
H 0.7 -1.1 -0.2
H -0.7 -0.5 -2.0
H -0.5 0.7 -0.9
H 0.6 1.3 -0.1
H -1.2 0.1 0.0
H -1.1 1.4 0.9
H -0.3 0.8 -1.1
H -1.2 -0.3 -0.4
H 0.2 -0.8 0.3
H 0.8 1.0 -0.8
H 2.0 -0.1 -1.3
H 0.0 -0.2 0.2

Output
**Total charge**: +1
**Molar mass**: 153.21 g mol⁻¹
**ΔE to the lowest compared entry with this formula, charge and spin**: 4.268 eV
**LUMO energy (alpha / beta)**: -4.04 / -4.04 eV
**F_max**: 4.5 eV Å⁻¹
**Multiplicity**: 1